{"formula": "C2HNS2", "method": "ωB97M-V/def2-TZVPD", "species": ["N", "C", "C", "S", "S", "H"], "xyz": [[-1.72, -0.86, -1.59], [-0.84, -0.42, -0.96], [0.03, 0.16, -0.04], [0.56, 1.61, -0.09], [0.43, -1.12, 1.04], [1.08, -0.33, 1.89]], "energy_ev": -25249.17643, "de_lowest_ev": 0.000, "lumo_energy_ha": -0.0546}